{"formula": "C24H43N2OP3Tc", "method": "wB97M-V/def2-TZVPD", "homo_lumo_gap_ev": [4.33, 4.39], "charge": 4, "multiplicity": 4, "homo_ev": [-19.34, -19.40], "relative_energy_kj_mol": 0.00, "elements": ["Tc", "P", "P", "P", "H", "C", "C", "H", "C", "C", "C", "C", "C", "C", "C", "C", "C", "H", "H", "H", "H", "H", "H", "H", "H", "H", "H", "H", "H", "H", "H", "H", "H", "H", "H", "H", "H", "H", "H", "H", "H", "H", "H", "H", "H", "H", "C", "C", "C", "C", "C", "C", "O", "H", "H", "H", "H", "H", "H", "N", "C", "N", "C", "C", "C", "C", "C", "C", "H", "H", "H", "H", "H", "H"], "coordinates": [[-0.03988, -0.22939, 0.24925], [0.77035, -1.86935, -1.02948], [2.33585, 0.07673, 1.25360], [-2.31798, 0.43387, 0.06770], [2.40228, 2.07589, -0.81031], [1.34780, 2.31653, -0.89924], [0.51100, 2.74268, 0.04180], [0.76448, 2.89886, 1.08807], [1.97209, -1.50769, -2.33454], [1.51866, -3.26980, -0.15222], [-0.65662, -2.61032, -1.86280], [2.72554, 1.53425, 2.28887], [2.67465, -1.24495, 2.50228], [3.84893, -0.05471, 0.22475], [-2.84089, 1.79629, 1.19163], [-3.40832, -0.94816, 0.65700], [-3.24414, 0.88804, -1.43528], [0.96416, 2.01286, -1.88101], [-0.58936, 2.76743, -0.11831], [1.77754, -2.28168, -3.08625], [2.98113, -1.62786, -1.92556], [1.80858, -0.50370, -2.75220], [1.43620, -4.10405, -0.86502], [0.96683, -3.51453, 0.77663], [2.58294, -3.05480, 0.04523], [-0.24000, -3.45354, -2.41421], [-1.05501, -1.84033, -2.55448], [-1.41196, -2.94307, -1.13527], [3.68702, 1.38564, 2.79746], [1.95247, 1.67732, 3.04889], [2.77749, 2.44296, 1.68637], [3.72591, -1.20723, 2.80289], [2.46179, -2.23496, 2.09829], [2.05654, -1.10116, 3.39029], [4.72429, 0.17490, 0.84897], [3.81904, 0.65323, -0.60961], [3.97353, -1.06296, -0.18516], [-3.93567, 1.93186, 1.16181], [-2.35078, 2.73084, 0.88811], [-2.53558, 1.58644, 2.22630], [-4.42880, -0.80545, 0.28531], [-3.42216, -0.98771, 1.74950], [-3.01875, -1.89588, 0.27458], [-4.19798, 1.36477, -1.18348], [-3.41221, -0.00409, -2.04724], [-2.65166, 1.56899, -2.05252], [-0.72123, 0.71144, -4.13596], [0.30034, 0.25531, -5.04596], [0.38505, 0.79947, -6.32051], [-0.38604, 1.90992, -6.66441], [-1.14542, 2.56751, -5.68977], [-1.19988, 2.08681, -4.38967], [-1.28722, -0.04741, -3.28478], [0.29394, 0.36689, -1.10522], [0.90684, -0.58312, -4.74466], [1.07046, 0.35150, -7.03948], [-0.38503, 2.30233, -7.68149], [-1.69672, 3.45712, -5.93399], [-1.66051, 2.65091, -3.56613], [-0.99048, -2.41618, 3.64128], [-0.78034, -2.20964, 2.31799], [-0.55224, -0.90133, 2.12467], [-0.67139, -0.21418, 3.35089], [-0.48059, 1.13383, 3.65950], [-0.53127, 1.45576, 5.02616], [-0.77172, 0.47825, 6.00400], [-0.96261, -0.86830, 5.66212], [-0.93669, -1.18131, 4.31551], [-1.19393, -3.32181, 4.02923], [-0.79883, -2.98389, 1.56235], [-0.28062, 1.85522, 2.84936], [-0.37069, 2.49356, 5.31253], [-0.81023, 0.79526, 7.04339], [-1.15228, -1.64696, 6.39165]]}